Molecular formula: C32H80O16
Method: DFT, the ωB97M-V functional and the def2-TZVPD basis

Geometry (Å):
C  -2.045  3.580  0.468
O  -0.595  3.454  0.212
C  0.164  4.375  1.007
C  1.681  4.356  0.687
O  2.130  3.019  0.976
C  3.533  2.946  0.817
H  -2.311  3.587  1.525
H  -2.624  2.778  0.009
H  -2.462  4.500  0.059
H  -0.019  4.178  2.064
H  -0.219  5.381  0.835
H  2.262  5.044  1.302
H  1.784  4.592  -0.372
H  4.120  3.613  1.449
H  3.831  3.151  -0.211
H  3.852  1.909  0.924
C  -3.475  -1.464  -5.168
O  -2.295  -1.228  -5.865
C  -1.283  -2.175  -5.420
C  0.057  -1.904  -6.272
O  -0.144  -2.249  -7.642
C  1.018  -2.504  -8.421
H  -3.293  -1.378  -4.097
H  -3.998  -2.399  -5.369
H  -4.153  -0.629  -5.344
H  -1.654  -3.134  -5.782
H  -1.024  -2.071  -4.366
H  0.853  -2.525  -5.860
H  0.450  -0.887  -6.264
H  1.648  -3.344  -8.130
H  1.586  -1.581  -8.534
H  0.674  -2.696  -9.438
C  0.588  -2.149  1.832
O  0.323  -0.811  2.203
C  0.677  0.184  1.230
C  -0.008  0.165  -0.154
O  0.416  -0.997  -0.822
C  0.129  -1.069  -2.239
H  1.545  -2.350  1.349
H  -0.280  -2.406  1.224
H  0.579  -2.879  2.641
H  1.744  0.137  1.013
H  0.544  1.193  1.621
H  0.256  1.063  -0.711
H  -1.084  0.181  0.016
H  0.598  -0.279  -2.826
H  -0.948  -1.014  -2.397
H  0.397  -2.053  -2.625
C  -1.643  2.104  -4.232
O  -1.612  3.500  -3.885
C  -0.496  3.872  -3.012
C  -0.735  5.304  -2.694
O  -0.178  6.136  -3.659
C  -0.326  7.495  -3.391
H  -1.439  1.464  -3.374
H  -0.950  1.767  -5.004
H  -2.620  1.771  -4.582
H  0.421  3.654  -3.560
H  -0.487  3.288  -2.092
H  -0.326  5.552  -1.714
H  -1.789  5.568  -2.606
H  0.400  8.062  -3.974
H  -0.090  7.759  -2.361
H  -1.280  7.930  -3.691
C  -4.704  -6.833  6.424
O  -4.624  -5.888  5.330
C  -3.920  -4.672  5.696
C  -2.377  -4.753  6.079
O  -1.450  -5.165  5.072
C  -1.271  -4.167  4.099
H  -5.243  -7.731  6.123
H  -5.124  -6.462  7.359
H  -3.683  -7.150  6.637
H  -4.483  -4.245  6.526
H  -3.984  -3.965  4.868
H  -2.302  -5.565  6.803
H  -1.981  -3.867  6.575
H  -0.808  -3.291  4.553
H  -2.254  -3.839  3.760
H  -0.604  -4.598  3.352
C  3.020  1.050  -4.292
O  3.286  -0.065  -3.433
C  3.933  0.331  -2.138
C  4.016  -0.811  -1.019
O  4.367  -2.090  -1.597
C  3.303  -2.933  -2.059
H  3.959  1.527  -4.575
H  2.386  1.798  -3.816
H  2.489  0.703  -5.179
H  3.494  1.254  -1.758
H  4.967  0.587  -2.372
H  3.149  -0.918  -0.367
H  4.862  -0.600  -0.366
H  2.461  -3.098  -1.386
H  3.707  -3.891  -2.386
H  2.861  -2.469  -2.940
C  -4.777  -0.793  -1.438
O  -5.224  -1.618  -0.312
C  -4.102  -2.003  0.550
C  -4.342  -1.528  2.034
O  -4.210  -0.092  2.023
C  -4.829  0.584  3.118
H  -3.968  -1.223  -2.028
H  -4.425  0.145  -1.009
H  -5.629  -0.661  -2.106
H  -3.123  -1.668  0.208
H  -3.911  -3.074  0.486
H  -3.595  -1.965  2.697
H  -5.334  -1.898  2.295
H  -4.479  0.351  4.124
H  -5.910  0.605  2.980
H  -4.626  1.652  3.035
C  4.867  -1.174  4.706
O  5.289  -0.474  5.906
C  5.942  0.796  5.791
C  5.302  1.839  4.902
O  3.896  1.966  5.130
C  2.937  2.330  4.119
H  4.137  -0.631  4.104
H  4.427  -2.113  5.042
H  5.691  -1.378  4.023
H  6.984  0.668  5.497
H  6.000  1.229  6.790
H  5.413  1.499  3.872
H  5.771  2.821  4.968
H  2.956  1.628  3.285
H  3.120  3.365  3.830
H  1.926  2.195  4.504

## Properties
2S+1: 1
HOMO level in eV: -9.4908
Gap between HOMO and LUMO in eV: 9.99
Electronic energy in eV: -67228.286
ΔE to the lowest compared entry with this formula, charge and spin in kcal per mole: 70.0
SMILES: COCCOC.COCCOC.COCCOC.COCCOC.COCCOC.COCCOC.COCCOC.COCCOC

Atomic partial charges in e from the Mulliken method, atoms 1 to 4:
1. C -0.94
2. O 0.17
3. C -1.09
4. C -0.61

=====

Molecular formula: C32H80O8
Method: DFT, the ωB97M-V functional and the def2-TZVPD basis

Geometry (Å):
C  -19.500  -13.174  15.762
C  -18.809  -14.117  14.775
C  -18.397  -15.481  15.148
C  -17.258  -16.133  14.337
C  -17.664  -16.558  12.927
C  -16.782  -17.575  12.217
H  -20.461  -13.542  16.133
H  -19.726  -12.170  15.398
H  -18.873  -12.982  16.639
H  -19.401  -14.118  13.847
H  -18.023  -13.465  14.363
H  -19.244  -16.174  15.102
H  -18.039  -15.491  16.185
H  -16.428  -15.419  14.316
H  -16.891  -16.955  14.955
H  -18.658  -17.026  12.953
H  -17.870  -15.718  12.256
H  -15.761  -17.207  12.081
H  -16.604  -18.458  12.828
H  -17.330  -17.704  11.282
C  -18.066  -25.613  13.516
C  -18.733  -25.026  14.762
C  -19.920  -24.077  14.510
C  -20.944  -24.047  15.669
C  -22.017  -22.983  15.512
C  -23.151  -23.256  14.523
H  -17.033  -25.746  13.854
H  -17.894  -24.895  12.711
H  -18.521  -26.519  13.127
H  -19.134  -25.898  15.293
H  -18.006  -24.639  15.480
H  -20.377  -24.611  13.664
H  -19.651  -23.120  14.062
H  -21.312  -25.042  15.938
H  -20.330  -23.893  16.567
H  -22.458  -22.975  16.517
H  -21.568  -21.998  15.403
H  -22.978  -22.920  13.501
H  -23.354  -24.329  14.542
H  -24.070  -22.759  14.838
C  -22.427  -19.213  16.696
C  -22.985  -19.357  15.265
C  -21.854  -19.518  14.253
C  -21.138  -18.188  13.835
C  -22.030  -17.062  13.297
C  -22.467  -16.145  14.470
H  -22.453  -20.214  17.138
H  -23.125  -18.667  17.337
H  -21.426  -18.834  16.899
H  -23.550  -20.289  15.342
H  -23.736  -18.596  15.062
H  -22.279  -19.829  13.291
H  -21.079  -20.253  14.458
H  -20.500  -17.844  14.656
H  -20.356  -18.452  13.114
H  -21.408  -16.401  12.690
H  -22.877  -17.419  12.716
H  -22.676  -16.757  15.350
H  -21.757  -15.384  14.791
H  -23.413  -15.651  14.234
C  -12.341  -21.385  6.530
C  -13.766  -21.741  6.932
C  -14.349  -20.895  8.065
C  -13.806  -21.076  9.477
C  -14.260  -19.951  10.382
C  -13.327  -18.726  10.272
H  -11.953  -22.111  5.810
H  -11.623  -21.475  7.351
H  -12.202  -20.395  6.096
H  -14.398  -21.614  6.047
H  -13.891  -22.810  7.124
H  -15.443  -20.955  8.035
H  -14.255  -19.829  7.817
H  -14.266  -22.004  9.841
H  -12.732  -21.277  9.489
H  -15.305  -19.725  10.151
H  -14.277  -20.171  11.453
H  -13.706  -17.862  10.819
H  -12.390  -19.008  10.751
H  -13.241  -18.461  9.219
O  -21.542  -19.136  4.952
C  -20.411  -19.782  5.565
C  -19.795  -18.944  6.656
O  -20.675  -18.829  7.768
H  -22.074  -19.895  4.699
H  -20.789  -20.712  5.998
H  -19.631  -19.998  4.828
H  -19.545  -17.938  6.301
H  -18.826  -19.334  6.967
H  -21.538  -18.513  7.483
O  -17.427  -20.514  12.035
C  -18.659  -21.185  11.743
C  -19.185  -21.009  10.317
O  -19.082  -19.588  10.143
H  -17.576  -19.599  11.759
H  -18.426  -22.246  11.858
H  -19.372  -20.860  12.501
H  -20.231  -21.286  10.146
H  -18.672  -21.528  9.498
H  -19.679  -19.284  9.447
O  -15.292  -25.358  9.564
C  -16.245  -24.324  9.682
C  -17.652  -24.657  9.229
O  -18.507  -25.187  10.224
H  -14.591  -25.247  10.209
H  -16.196  -23.820  10.653
H  -16.025  -23.420  9.091
H  -17.683  -25.317  8.352
H  -18.110  -23.773  8.778
H  -18.391  -26.141  10.231
O  -21.778  -23.147  8.742
C  -22.428  -24.253  9.348
C  -23.182  -23.727  10.599
O  -23.748  -22.432  10.306
H  -21.298  -23.475  7.978
H  -23.051  -24.844  8.676
H  -21.657  -24.886  9.802
H  -22.463  -23.556  11.403
H  -23.960  -24.452  10.839
H  -23.209  -22.192  9.536

## Properties
2S+1: 1
HOMO level in eV: -9.8173
Gap between HOMO and LUMO in eV: 9.89
Electronic energy in eV: -50857.706
ΔE to the lowest compared entry with this formula, charge and spin in kcal per mole: 0.0
SMILES: CCCCCC.CCCCCC.CCCCCC.CCCCCC.OCCO.OCCO.OCCO.OCCO

Atomic partial charges in e from the Mulliken method, atoms 1 to 4:
1. C -1.42
2. C -0.55
3. C 0.38
4. C -0.75

=====

Molecular formula: C32H83N3O11
Method: DFT, the ωB97M-V functional and the def2-TZVPD basis

Geometry (Å):
C  10.417  8.914  -24.499
C  10.289  9.367  -25.976
O  10.348  8.201  -26.749
H  11.161  8.139  -24.319
H  9.499  8.425  -24.174
H  10.595  9.720  -23.787
H  11.062  10.086  -26.246
H  9.358  9.911  -26.138
H  10.025  8.343  -27.642
C  14.640  8.504  -23.889
O  14.980  9.723  -24.590
C  13.944  10.087  -25.503
C  14.441  11.190  -26.383
N  14.579  12.468  -25.599
C  15.061  13.559  -26.506
C  15.075  14.951  -25.848
O  15.979  14.807  -24.745
C  16.468  16.037  -24.216
H  15.341  8.226  -23.102
H  14.623  7.647  -24.562
H  13.709  8.618  -23.335
H  13.010  10.267  -24.972
H  13.743  9.236  -26.154
H  13.662  11.283  -27.139
H  15.419  10.969  -26.811
H  15.195  12.277  -24.822
H  14.552  13.662  -27.464
H  16.090  13.342  -26.791
H  14.065  15.274  -25.600
H  15.442  15.634  -26.614
H  16.805  16.767  -24.952
H  17.365  15.803  -23.642
H  15.742  16.471  -23.528
C  8.974  2.624  -21.700
O  9.364  3.886  -22.254
C  9.307  3.935  -23.651
C  10.031  5.165  -24.239
N  9.610  5.488  -25.602
C  10.095  4.475  -26.560
C  11.646  4.422  -26.766
O  12.323  3.682  -25.728
C  13.696  3.515  -26.103
H  9.111  2.598  -20.619
H  9.749  1.884  -21.898
H  8.001  2.210  -21.965
H  8.259  3.997  -23.944
H  9.806  3.019  -23.968
H  11.096  5.132  -24.009
H  9.661  5.935  -23.561
H  9.842  6.429  -25.884
H  9.687  4.701  -27.545
H  9.570  3.566  -26.267
H  12.017  5.445  -26.831
H  11.865  4.027  -27.758
H  13.788  2.931  -27.019
H  14.132  2.880  -25.331
H  14.316  4.411  -26.109
C  6.611  9.931  -24.076
O  6.555  9.699  -25.495
C  5.579  10.431  -26.239
C  5.724  10.064  -27.743
N  7.106  10.257  -28.175
C  7.422  9.613  -29.466
C  8.927  9.696  -29.840
O  9.717  8.619  -29.284
C  9.746  7.432  -29.998
H  7.477  9.343  -23.772
H  5.671  9.597  -23.637
H  6.826  10.918  -23.665
H  5.545  11.508  -26.075
H  4.630  10.018  -25.896
H  5.094  10.655  -28.407
H  5.414  9.019  -27.770
H  7.679  9.915  -27.417
H  6.890  10.258  -30.165
H  7.044  8.614  -29.684
H  9.262  10.646  -29.424
H  8.992  9.613  -30.925
H  10.113  7.675  -30.996
H  8.745  7.051  -30.197
H  10.324  6.655  -29.498
C  12.645  12.166  -22.476
C  11.892  13.196  -23.358
C  12.366  14.616  -23.070
O  12.027  12.841  -24.701
H  12.476  12.191  -21.400
H  13.700  12.221  -22.742
H  12.207  11.188  -22.680
H  10.813  13.196  -23.201
H  13.444  14.759  -23.140
H  12.033  14.996  -22.104
H  11.879  15.276  -23.788
H  12.951  12.729  -24.935
C  10.825  8.500  -21.060
C  9.663  7.908  -20.322
C  9.964  6.679  -19.504
O  9.259  8.917  -19.475
H  11.495  7.746  -21.474
H  11.524  9.088  -20.465
H  10.448  9.289  -21.711
H  8.865  7.659  -21.021
H  10.862  6.842  -18.908
H  10.205  5.906  -20.233
H  9.077  6.305  -18.994
H  9.648  9.725  -19.817
C  8.342  11.664  -21.575
C  9.357  12.365  -20.632
C  8.755  13.100  -19.469
O  10.178  11.336  -20.095
H  8.858  11.114  -22.363
H  7.685  12.374  -22.077
H  7.759  10.981  -20.957
H  9.978  13.101  -21.143
H  9.488  13.740  -18.978
H  8.185  12.419  -18.837
H  8.103  13.848  -19.920
H  10.738  11.699  -19.404
C  8.676  12.721  -25.509
C  9.350  13.133  -26.789
C  8.345  13.659  -27.759
O  10.316  14.134  -26.486
H  8.331  13.614  -24.988
H  9.306  12.193  -24.793
H  7.792  12.107  -25.679
H  9.807  12.286  -27.302
H  7.525  12.947  -27.855
H  8.709  13.794  -28.777
H  7.926  14.603  -27.412
H  10.932  13.737  -25.867

## Properties
Net charge: +1
2S+1: 2
HOMO level (alpha / beta) in eV: -11.0026 / -11.0026
Gap between HOMO and LUMO (alpha / beta) in eV: 8.93 / 3.76
Electronic energy in eV: -61509.582

Atomic partial charges in e from the Mulliken method, atoms 1 to 4:
1. C -0.68
2. C 1.32
3. O -0.42
4. H 0.40